# 1
This record from the OMol25 dataset describes C15H33CuS3Si as an isolated structure. The level of theory is the ωB97M-V functional and the def2-TZVPD basis.

```
53
Properties=species:S:1:pos:R:3:mulliken_charge:R:1
Cu -0.025 0.885 -0.425 -0.265
C 2.733 1.148 -2.615 -0.755
C 1.485 0.772 -3.400 -0.841
S -0.111 1.416 -2.816 -0.051
C 0.043 3.230 -2.913 -0.945
C 0.860 3.911 -1.818 -0.452
S 0.372 3.322 -0.156 -0.145
C 1.956 3.050 0.705 -0.525
C 3.074 2.357 -0.059 -1.007
S 2.636 0.759 -0.828 0.051
H 3.571 0.576 -3.011 0.499
H 2.968 2.204 -2.723 0.370
H 1.611 1.058 -4.446 0.523
H 1.328 -0.307 -3.356 0.376
H 0.427 3.494 -3.898 0.472
H -0.997 3.554 -2.853 0.421
H 1.925 3.736 -1.943 0.068
H 0.682 4.985 -1.852 0.503
H 2.320 4.010 1.074 0.482
H 1.651 2.441 1.557 0.253
H 3.498 2.996 -0.832 0.530
H 3.872 2.140 0.650 0.449
C -2.296 0.093 2.218 -1.563
Si -1.036 -0.636 0.955 1.326
C -2.158 -1.804 -0.144 1.864
C -3.197 -0.894 -0.813 -1.830
C -1.326 -2.457 -1.255 -1.585
C -2.905 -2.905 0.613 -1.874
C 0.181 -1.627 2.119 1.955
C 1.103 -2.543 1.306 -1.677
C 1.056 -0.567 2.803 -1.689
C -0.497 -2.461 3.209 -1.779
H -2.839 -0.673 2.777 0.357
H -3.029 0.716 1.700 0.394
H -1.788 0.738 2.940 0.320
H -2.716 -0.090 -1.378 0.124
H -3.857 -0.435 -0.073 0.348
H -3.822 -1.467 -1.509 0.485
H -0.758 -1.706 -1.816 -0.003
H -1.974 -2.989 -1.963 0.513
H -0.617 -3.180 -0.847 0.287
H -3.518 -2.495 1.418 0.327
H -2.212 -3.629 1.046 0.316
H -3.567 -3.449 -0.072 0.494
H 1.563 -2.011 0.468 0.143
H 0.551 -3.396 0.906 0.317
H 1.908 -2.940 1.938 0.496
H 1.645 -0.011 2.066 -0.025
H 1.753 -1.034 3.509 0.499
H 0.449 0.152 3.361 0.337
H -1.091 -3.270 2.781 0.271
H -1.151 -1.852 3.835 0.336
H 0.263 -2.914 3.858 0.506
```

Total charge = 0
E = -3715.8791 Eh
Max |F| = 0.6 eV/Å
Multiplicity = 1


# 2
This record from the OMol25 dataset describes C15H33N2O10S3 as an isolated structure at a distorted geometry. The level of theory is the ωB97M-V functional and the def2-TZVPD basis.

```
63
Properties=species:S:1:pos:R:3:mulliken_charge:R:1
C 1.933 -1.927 -0.120 -1.762
C 1.043 -0.801 -0.633 2.399
C 0.590 -1.061 -2.071 -1.115
O 0.414 0.092 -2.915 -0.193
C 1.537 0.527 -3.571 0.478
O 1.969 -0.072 -4.514 -0.577
C 2.137 1.817 -3.069 -0.109
S 3.918 1.696 -2.824 -0.028
O 3.843 0.868 -1.396 -0.305
S 4.101 1.789 -0.028 1.220
O 3.649 0.899 1.019 -0.547
O 5.527 2.014 -0.010 -0.678
O 3.322 2.985 -0.159 -0.709
O -0.138 -0.731 0.213 -0.495
C -0.421 0.430 0.848 0.407
O 0.243 0.837 1.759 -0.449
C -1.677 1.154 0.441 -0.513
S -1.644 1.881 -1.209 -0.188
H 2.331 -2.518 -0.938 0.407
H 2.735 -1.542 0.500 0.292
H 1.332 -2.588 0.501 0.401
H 1.599 0.125 -0.542 -0.598
H 1.261 -1.741 -2.588 0.487
H -0.385 -1.534 -1.996 0.118
H 1.728 2.076 -2.097 -0.121
H 1.945 2.647 -3.743 0.387
H -2.501 0.446 0.408 0.333
H -1.852 1.934 1.167 0.358
H -0.580 2.692 -1.163 0.081
C 0.679 1.425 6.192 -1.655
C 1.285 0.968 4.866 0.797
C 2.375 -0.100 5.026 -0.656
O 3.622 0.380 5.493 -0.388
C 3.714 0.572 6.885 -0.675
N 1.752 2.137 4.125 -0.693
H 1.334 2.119 6.720 0.278
H -0.261 1.946 6.012 0.414
H 0.474 0.577 6.852 0.333
H 0.482 0.511 4.280 0.205
H 2.578 -0.519 4.039 0.260
H 2.028 -0.925 5.668 0.426
H 3.135 -0.178 7.435 0.297
H 3.383 1.573 7.178 0.229
H 4.765 0.474 7.162 0.265
H 2.057 1.830 3.204 0.233
H 2.609 2.457 4.567 0.338
C -4.950 -2.414 -5.248 -1.442
C -4.609 -0.985 -4.836 0.266
C -3.418 -0.881 -3.875 -0.496
O -3.702 -1.244 -2.539 -0.345
C -3.694 -2.630 -2.267 -0.816
N -5.814 -0.347 -4.297 -0.763
H -5.489 -2.944 -4.463 0.294
H -5.591 -2.407 -6.129 0.360
H -4.050 -2.981 -5.491 0.331
H -4.325 -0.443 -5.744 0.438
H -3.113 0.167 -3.826 0.303
H -2.554 -1.447 -4.248 0.361
H -2.945 -3.154 -2.869 0.343
H -4.677 -3.080 -2.434 0.260
H -3.445 -2.755 -1.213 0.297
H -5.622 0.636 -4.128 0.289
H -5.974 -0.731 -3.369 0.331
```

Total charge = -1
E = -2647.8464 Eh
Max |F| = 2.3 eV/Å
Multiplicity = 1


# 3
This record from the OMol25 dataset describes C15H33N3O12 as an isolated structure at a distorted geometry. The level of theory is the ωB97M-V functional and the def2-TZVPD basis.

```
63
Properties=species:S:1:pos:R:3:mulliken_charge:R:1
C 3.108 19.047 4.515 -0.776
N 1.738 19.594 4.288 0.817
O 0.845 19.004 4.891 -0.420
O 1.595 20.620 3.608 -0.570
H 3.731 19.731 5.091 0.336
H 3.467 19.008 3.487 0.377
H 3.007 18.130 5.096 0.277
C -2.440 12.974 4.179 -0.398
N -1.018 13.334 4.385 0.809
O -0.547 14.272 3.757 -0.431
O -0.386 12.735 5.229 -0.605
H -2.957 12.987 5.139 0.453
H -2.609 12.226 3.405 0.315
H -2.851 13.809 3.613 -0.230
C -1.953 15.203 -0.089 -0.620
N -2.026 13.705 -0.037 0.814
O -2.245 13.263 1.079 -0.476
O -1.888 13.000 -1.074 -0.614
H -1.156 15.592 0.546 0.077
H -2.975 15.577 -0.042 0.163
H -1.554 15.421 -1.080 0.303
O -4.602 17.874 -0.875 -0.592
C -4.404 17.306 0.144 0.774
O -3.306 17.390 0.872 -0.164
C -2.391 18.513 0.781 -0.267
C -1.146 18.132 0.076 -1.021
C -5.541 16.294 0.644 -0.677
H -2.136 18.833 1.791 0.190
H -2.815 19.394 0.300 0.522
H -1.548 18.005 -0.930 0.348
H -0.657 17.192 0.331 0.311
H -0.446 18.967 0.066 0.374
H -6.389 16.600 0.033 0.381
H -5.839 16.232 1.691 0.233
H -5.116 15.325 0.382 0.205
O -2.475 15.631 2.190 -0.262
C -1.948 16.251 3.117 0.787
O -0.706 16.484 3.465 -0.117
C 0.393 16.034 2.624 -0.075
C 1.692 16.590 3.210 -1.377
C -2.815 17.039 4.104 -1.061
H 0.134 16.397 1.630 -0.013
H 0.413 14.946 2.564 0.208
H 1.557 17.657 3.389 0.134
H 2.379 16.421 2.381 0.476
H 2.053 15.960 4.023 0.482
H -2.625 18.103 3.969 0.608
H -2.670 16.862 5.170 0.498
H -3.862 16.893 3.839 0.047
O -6.275 13.620 5.894 -0.584
C -6.303 13.566 4.649 0.790
O -6.013 14.620 3.851 -0.292
C -5.518 15.880 4.241 -0.171
C -4.233 15.788 5.179 -0.741
C -6.678 12.304 3.890 -1.118
H -6.323 16.349 4.807 0.339
H -5.306 16.467 3.347 0.013
H -3.524 16.615 5.234 -0.100
H -3.743 14.844 4.938 -0.173
H -4.556 15.655 6.211 0.502
H -7.738 12.482 3.708 0.329
H -6.533 11.525 4.638 0.347
H -6.140 12.134 2.957 0.304
```

Total charge = 0
ΔE to the lowest compared entry with this formula, charge and spin = 923.8 kJ/mol
Max |F| = 7.4 eV/Å
Multiplicity = 1


> Which of these has the lowest total charge?

C15H33N2O10S3


> Which value of multiplicity does entry 3 give?

1


> Among the records above, which one has the lowest total charge?

C15H33N2O10S3


Repeat the first record exactly.
This record from the OMol25 dataset describes C15H33CuS3Si as an isolated structure. The level of theory is the ωB97M-V functional and the def2-TZVPD basis.

```
53
Properties=species:S:1:pos:R:3:mulliken_charge:R:1
Cu -0.025 0.885 -0.425 -0.265
C 2.733 1.148 -2.615 -0.755
C 1.485 0.772 -3.400 -0.841
S -0.111 1.416 -2.816 -0.051
C 0.043 3.230 -2.913 -0.945
C 0.860 3.911 -1.818 -0.452
S 0.372 3.322 -0.156 -0.145
C 1.956 3.050 0.705 -0.525
C 3.074 2.357 -0.059 -1.007
S 2.636 0.759 -0.828 0.051
H 3.571 0.576 -3.011 0.499
H 2.968 2.204 -2.723 0.370
H 1.611 1.058 -4.446 0.523
H 1.328 -0.307 -3.356 0.376
H 0.427 3.494 -3.898 0.472
H -0.997 3.554 -2.853 0.421
H 1.925 3.736 -1.943 0.068
H 0.682 4.985 -1.852 0.503
H 2.320 4.010 1.074 0.482
H 1.651 2.441 1.557 0.253
H 3.498 2.996 -0.832 0.530
H 3.872 2.140 0.650 0.449
C -2.296 0.093 2.218 -1.563
Si -1.036 -0.636 0.955 1.326
C -2.158 -1.804 -0.144 1.864
C -3.197 -0.894 -0.813 -1.830
C -1.326 -2.457 -1.255 -1.585
C -2.905 -2.905 0.613 -1.874
C 0.181 -1.627 2.119 1.955
C 1.103 -2.543 1.306 -1.677
C 1.056 -0.567 2.803 -1.689
C -0.497 -2.461 3.209 -1.779
H -2.839 -0.673 2.777 0.357
H -3.029 0.716 1.700 0.394
H -1.788 0.738 2.940 0.320
H -2.716 -0.090 -1.378 0.124
H -3.857 -0.435 -0.073 0.348
H -3.822 -1.467 -1.509 0.485
H -0.758 -1.706 -1.816 -0.003
H -1.974 -2.989 -1.963 0.513
H -0.617 -3.180 -0.847 0.287
H -3.518 -2.495 1.418 0.327
H -2.212 -3.629 1.046 0.316
H -3.567 -3.449 -0.072 0.494
H 1.563 -2.011 0.468 0.143
H 0.551 -3.396 0.906 0.317
H 1.908 -2.940 1.938 0.496
H 1.645 -0.011 2.066 -0.025
H 1.753 -1.034 3.509 0.499
H 0.449 0.152 3.361 0.337
H -1.091 -3.270 2.781 0.271
H -1.151 -1.852 3.835 0.336
H 0.263 -2.914 3.858 0.506
```

Total charge = 0
E = -3715.8791 Eh
Max |F| = 0.6 eV/Å
Multiplicity = 1